1.
11
Properties=species:S:1:pos:R:3:lowdin_charge:R:1 method="wB97M-V/def2-TZVPD" smiles="OC1=CC=NC1" homo_energy_ev=-8.879 spin_multiplicity=1
O -1.7030 -0.2320 1.2408 0.0726
C -0.6278 -0.1163 0.4322 -0.3193
C -0.1757 1.1923 -0.0838 -0.1583
N 0.9507 0.9380 -0.9749 0.0084
C 1.1818 -0.3287 -0.8701 -0.1883
C 0.2267 -1.0521 -0.0578 -0.0184
H -1.8068 -1.1647 1.4786 0.1185
H -0.9064 1.9283 -0.4107 0.1301
H 0.5997 1.7231 0.5000 0.1480
H 2.0391 -0.7669 -1.3725 0.1042
H 0.2216 -2.1211 0.1181 0.1024

2.
77
Properties=species:S:1:pos:R:3:lowdin_spin:R:1 method="wB97M-V/def2-TZVPD" homo_energy_ev="-0.622 / -3.048" charge=-2 spin_multiplicity=8
Gd -6.0755 -17.0643 6.3817 5.0515
C -6.8995 -13.5227 9.6653 0.0124
C -6.4620 -14.3990 8.5476 0.1174
N -6.8781 -15.6098 8.3909 0.3526
O -7.8924 -15.9390 9.3118 0.0929
C -5.4163 -13.9688 7.6360 0.3466
C -4.9132 -12.5760 7.5389 0.0482
N -5.0374 -14.8603 6.7763 0.3682
O -4.2452 -14.4847 5.8005 0.5526
H -6.8686 -12.4613 9.4516 0.0003
H -6.2949 -13.7601 10.6537 0.0090
H -7.8828 -13.9063 9.9175 0.0004
H -8.3537 -16.7130 8.8382 0.0008
H -3.7997 -12.5711 7.7806 0.0164
H -5.3877 -11.8972 8.2451 -0.0008
H -5.1520 -12.0446 6.5956 0.0126
N -3.6395 -12.7438 2.6007 -0.0001
C -4.4426 -13.7777 2.9560 0.0009
N -5.5950 -13.3876 3.5309 0.0095
N -4.1314 -15.0055 2.6161 -0.0003
C -4.9551 -15.8862 3.2122 -0.0001
N -5.7331 -16.6173 3.7196 -0.0017
H -3.8324 -11.8985 3.0954 0.0001
H -2.6777 -12.9710 2.3674 0.0000
H -5.7593 -12.3800 3.7352 0.0003
H -6.1852 -14.0967 4.0035 0.0006
S -5.5473 -18.1120 9.0470 0.0077
C -5.6482 -19.7957 8.8453 0.0031
N -4.5541 -20.4606 8.4928 0.0005
C -4.6837 -21.8550 8.1105 0.0001
C -6.1040 -22.3199 7.9841 0.0000
C -6.9536 -21.8366 9.1526 0.0001
N -6.7659 -20.3859 9.1803 0.0005
H -3.8482 -19.9381 7.9291 0.0000
H -4.1363 -22.5127 8.7639 0.0000
H -4.1207 -21.9714 7.1455 0.0000
H -6.1692 -23.4583 7.8850 0.0000
H -6.5290 -21.9460 7.0338 0.0000
H -6.5970 -22.1617 10.1802 0.0000
H -8.0274 -22.0377 9.0729 0.0000
H -7.6051 -19.8141 9.1280 0.0001
C -9.4673 -17.7867 4.7556 0.0000
N -9.7831 -18.6183 5.8793 0.0001
C -10.7863 -19.5445 5.8734 0.0000
C -10.9499 -20.4476 6.8499 0.0000
C -10.0763 -20.4056 8.0142 0.0000
O -10.0643 -21.3163 8.8706 0.0000
N -9.2337 -19.3606 8.0833 0.0000
C -9.1038 -18.5386 7.0433 -0.0003
O -8.2590 -17.5594 7.0738 -0.0060
H -10.1918 -18.0039 3.9547 0.0000
H -8.4703 -18.0815 4.4243 -0.0001
H -9.4499 -16.6897 4.9472 0.0000
H -11.4397 -19.5889 4.9763 0.0000
H -11.8202 -21.1661 6.8840 0.0000
O -7.5059 -21.5337 4.9085 -0.0001
Cl -6.3889 -20.5908 4.7068 -0.0001
O -6.3894 -20.1742 3.3281 0.0001
O -5.0833 -21.1691 5.0737 0.0001
O -6.6338 -19.4227 5.6113 -0.0054
O -7.9029 -13.0229 5.0564 0.0060
N -8.1099 -14.1179 5.5587 0.0019
O -9.0895 -14.3057 6.2549 0.0048
O -7.2513 -15.0222 5.2961 -0.0002
Br 2.0180 -18.8076 4.0412 0.0000
C 0.4963 -17.8049 4.4666 0.0001
C 0.3859 -16.5320 3.9350 0.0001
N -0.6494 -15.7421 4.2207 0.0004
C -1.6964 -16.2750 4.8682 0.0021
C -1.5634 -17.5324 5.4485 0.0002
C -0.4783 -18.3622 5.2454 0.0000
C -2.7832 -18.1505 6.1603 -0.0001
O -2.5776 -19.1749 6.8347 0.0008
O -3.9068 -17.6608 6.0184 -0.0079
H 1.1913 -16.0975 3.3175 0.0000
H -2.5910 -15.6689 5.0131 0.0008
H -0.5051 -19.3193 5.7535 0.0000

For reference, total energy by record: -285.36308, -6649.42225 Eh.